(1)
The following is a quantum chemistry calculation of C2H5NO3S in the gas phase at a distorted geometry, from the OMol25 dataset.

As for the total charge: 0. The value obtained for the HOMO-LUMO gap is 10.37 eV. As for the LUMO energy: 0.7 eV. The largest force on an atom is 0.0483 Eh/bohr. The calculation puts the HOMO energy at -9.66 eV. As for the relative energy (zero: lowest compared OMol25 entry of this formula, charge and spin): 72.96 kcal/mol.

```
12
Properties=species:S:1:pos:R:3:forces:R:3:lowdin_charge:R:1
C 0.7475 -0.4554 -0.0037 1.2 2.2 0.0 -0.638
C -1.5638 -0.3782 0.1415 -0.5 -2.0 -0.4 -0.041
N 1.8727 0.4234 -0.0780 -0.8 -0.7 -0.4 -0.469
O 0.8133 -1.6126 -0.2340 -0.2 -1.4 -0.2 0.095
O 1.7463 1.5141 0.8136 0.5 -2.1 0.8 -0.019
O -0.3143 0.2859 0.2570 -0.9 0.5 0.9 -0.022
S 3.3919 -0.3446 -0.2926 -0.6 1.3 -1.3 0.880
H -2.3001 -0.3327 0.9906 1.2 0.8 -0.6 0.108
H -1.3002 -1.4621 0.0525 -0.7 0.8 -0.2 0.095
H -1.9893 -0.0067 -0.7979 -0.3 -0.3 0.4 0.098
H 1.8805 2.2523 0.2686 0.2 1.8 -1.2 0.072
H 3.4518 -0.5995 0.9509 0.7 -0.9 2.2 -0.159
```
Forces are in eV/Å.



(2)
The following is a quantum chemistry calculation of a molecular structure, C28H79F4N9O16PbS4 at a distorted geometry, from the OMol25 dataset.

As for the total charge: 0. The value obtained for the HOMO-LUMO gap is 4.89 eV. As for the LUMO energy: -3.4 eV. The largest force on an atom is 0.1793 Eh/bohr. The calculation puts the HOMO energy at -8.33 eV. As for the relative energy (zero: lowest compared OMol25 entry of this formula, charge and spin): 0.00 kcal/mol.

```
141
Properties=species:S:1:pos:R:3:forces:R:3:lowdin_charge:R:1
Pb 0.1153 2.9323 -0.8699 -0.2 -0.5 0.1 1.765
N 1.0923 3.6685 -2.9961 -0.5 3.4 -1.4 -0.495
S 1.8776 2.8266 -4.0196 3.4 -7.8 -0.4 0.438
O 3.3040 2.8785 -3.9026 -0.8 1.3 -1.0 -0.226
O 1.1905 2.4398 -5.2166 0.5 1.7 0.4 -0.230
F 1.7038 1.4499 -3.1363 -1.0 0.1 0.2 -0.272
S 1.0950 5.0795 -3.9457 -1.9 4.3 0.7 0.533
O -0.0216 5.2431 -4.8268 0.7 -1.1 0.8 -0.228
O 2.3421 5.6579 -4.3389 -0.2 -1.6 0.3 -0.215
F 0.7132 5.9639 -2.6892 -0.3 0.1 0.5 -0.200
N 0.6292 0.7187 0.0491 4.8 1.8 0.0 -0.431
S 2.2193 0.1121 0.3123 3.6 4.2 0.0 0.593
O 2.6493 -1.1591 -0.1298 -1.2 -0.3 0.2 -0.198
O 2.7554 0.6898 1.5260 -1.2 -1.1 -1.5 -0.246
F 2.7639 1.0820 -0.8584 0.0 -0.1 0.8 -0.214
S -0.1070 -0.5361 0.3621 -7.7 -4.9 1.1 0.361
O -0.0095 -1.1095 1.6694 1.5 0.4 0.0 -0.245
O -0.2558 -1.4385 -0.7302 0.2 0.4 0.1 -0.231
F -1.5414 0.1940 0.5278 0.2 0.1 -0.8 -0.208
O -0.4888 3.1244 1.6069 0.1 -0.2 0.0 -0.234
H 0.1273 2.5672 2.1296 0.3 0.4 0.0 0.017
H -0.9624 3.6574 2.2615 -0.1 0.0 -0.2 0.065
C -4.4575 2.8184 5.9810 0.0 -0.6 -1.9 -0.066
C -3.2134 2.1033 6.5485 -1.7 0.6 0.2 -0.435
C -2.2183 1.6464 5.5070 -0.6 -0.1 -1.1 -0.201
O -2.8834 0.9531 4.4528 0.2 -0.3 0.5 -0.214
C -1.9678 0.3580 3.5387 -1.1 0.0 0.1 -0.102
N -2.6448 3.0438 7.4934 1.4 0.3 0.7 0.028
H -5.2333 3.1688 6.6570 0.7 0.3 0.6 0.080
H -5.0463 2.1643 5.3262 0.4 -0.3 0.0 0.069
H -4.1212 3.5975 5.2880 -0.1 0.4 0.3 0.075
H -3.6559 1.2375 7.0485 0.6 -0.1 0.4 0.142
H -1.4657 0.9775 5.9350 0.1 0.2 0.2 0.128
H -1.7399 2.5286 5.0555 0.3 0.1 0.2 0.120
H -2.5916 -0.2520 2.8904 0.2 0.0 -0.2 0.067
H -1.2488 -0.3090 4.0170 0.2 0.3 0.1 0.094
H -1.5195 1.1596 2.9514 0.4 -0.2 -0.1 0.065
H -1.6984 2.7957 7.7859 -0.3 -0.6 0.3 0.071
H -2.4393 3.9463 7.0689 -0.7 0.0 -0.3 0.070
C -4.6028 0.5789 1.3063 -1.7 -0.5 -1.4 -0.043
C -4.2610 2.0341 1.0236 0.4 1.4 1.2 -0.413
C -5.1028 2.7513 -0.0141 0.7 -0.2 -1.3 -0.198
O -4.6952 2.2639 -1.3035 -0.7 -0.1 0.3 -0.190
C -5.5061 2.7739 -2.3282 -0.2 -0.2 -1.9 -0.132
N -4.3329 2.8790 2.2423 -0.1 -0.3 0.6 0.039
H -4.0909 -0.1327 0.6571 0.5 0.1 0.3 0.069
H -5.6438 0.4126 0.9897 -0.1 0.2 0.0 0.085
H -4.6553 0.2512 2.3431 0.7 0.3 0.1 0.073
H -3.2150 2.1769 0.7397 0.0 -0.5 -0.4 0.103
H -4.9065 3.8262 -0.0934 0.0 0.1 0.9 0.128
H -6.1764 2.6081 0.1550 0.0 -0.2 0.0 0.129
H -6.4935 3.1415 -2.0445 0.1 -0.1 0.5 0.087
H -5.6770 2.0225 -3.1082 -0.1 -0.5 0.5 0.083
H -5.0564 3.5426 -2.9720 0.4 0.4 0.8 0.085
H -4.0577 2.2750 3.0164 0.2 0.2 0.1 0.029
H -5.2951 3.1199 2.4709 0.0 0.0 -0.2 0.074
C -3.3256 -0.6339 -2.9808 0.9 0.2 1.7 -0.080
C -2.8378 -2.0403 -3.3698 -1.3 1.8 -3.3 -0.385
C -3.7310 -3.0619 -2.6753 0.6 -0.2 2.1 -0.206
O -3.2175 -4.3602 -2.4466 0.1 -0.3 -0.1 -0.189
C -2.0678 -4.4305 -1.5905 -0.7 0.6 -0.7 -0.084
N -3.1692 -2.0903 -4.8244 -0.7 -0.5 0.6 0.025
H -2.8583 0.2506 -3.4240 0.4 -0.5 -0.7 0.072
H -3.0274 -0.5135 -1.9266 -0.7 0.1 0.2 0.056
H -4.3922 -0.4858 -3.1381 -0.1 -0.3 0.2 0.079
H -1.7448 -2.0542 -3.3623 0.0 -0.7 1.3 0.123
H -4.7076 -3.2261 -3.1279 0.2 0.4 -0.7 0.134
H -3.9730 -2.6369 -1.6884 0.0 0.1 0.1 0.114
H -1.8559 -3.4363 -1.1897 0.4 0.0 -0.1 0.061
H -1.2802 -4.7971 -2.2458 0.5 0.0 0.5 0.096
H -2.2411 -5.0786 -0.7313 -0.2 -0.3 -0.2 0.080
H -2.5733 -1.5124 -5.3970 0.2 -0.4 -0.3 0.032
H -3.3018 -3.0476 -5.1171 0.4 0.1 -0.5 0.067
C 5.0048 -2.7543 -3.3838 0.2 -1.2 -0.1 -0.062
C 5.7622 -3.3137 -2.1708 -0.6 -0.2 1.0 -0.404
C 6.8988 -2.4023 -1.7136 0.5 -0.5 -0.7 -0.225
O 7.6649 -3.0911 -0.7418 -0.7 0.0 0.4 -0.197
C 8.9066 -2.5324 -0.3583 -0.6 0.3 -0.4 -0.100
N 4.7638 -3.5990 -1.0739 1.2 0.9 -0.5 0.050
H 5.5362 -2.8528 -4.3320 0.3 0.4 0.1 0.077
H 4.6343 -1.7426 -3.2255 0.2 0.1 0.1 0.073
H 4.1394 -3.4074 -3.5237 -0.2 0.1 0.0 0.071
H 6.2457 -4.2885 -2.2719 0.0 0.1 -1.0 0.131
H 6.5755 -1.4085 -1.3850 -0.2 0.0 0.3 0.127
H 7.5055 -2.2437 -2.6136 0.2 0.1 -0.1 0.125
H 8.9408 -1.4610 -0.5816 0.1 0.0 -0.1 0.083
H 9.6777 -3.0706 -0.9121 0.4 0.2 0.3 0.087
H 9.0001 -2.6207 0.7235 0.2 -0.3 -0.1 0.084
H 3.8482 -3.3730 -1.4402 -0.2 0.1 0.4 0.034
H 5.0304 -2.9051 -0.3811 -0.8 -0.2 0.5 0.052
C 0.2758 -6.1976 1.4734 -0.6 0.3 -1.2 -0.060
C 0.1420 -4.6431 1.4193 0.9 -2.2 0.0 -0.415
C -0.3321 -4.2697 2.8238 -0.3 1.3 -0.4 -0.212
O -1.6251 -4.7556 3.1096 -0.5 -0.4 0.1 -0.176
C -2.6430 -3.8445 2.7875 0.0 1.1 0.4 -0.108
N 1.4489 -4.0848 1.0390 -0.3 -0.2 1.0 0.061
H 0.3585 -6.5316 0.4357 0.5 -0.2 0.1 0.074
H -0.6377 -6.6815 1.8193 -0.1 0.3 0.3 0.072
H 1.0989 -6.5675 2.0844 0.2 0.2 -0.1 0.077
H -0.4560 -4.4569 0.5262 -0.9 0.5 0.7 0.105
H -0.2848 -3.1796 2.9541 -0.2 0.0 0.1 0.099
H 0.3409 -4.6838 3.5777 0.1 -0.3 -0.2 0.131
H -2.6951 -3.0524 3.5503 0.3 0.2 0.0 0.081
H -3.6519 -4.2535 2.8214 0.3 -0.7 -0.3 0.088
H -2.4542 -3.3507 1.8294 -0.2 -0.1 -0.2 0.083
H 2.0596 -4.3920 1.7959 0.5 0.3 -0.3 0.076
H 1.3715 -3.0758 1.1158 0.2 0.1 -0.1 0.024
C 1.1149 5.0127 4.0254 0.8 -0.4 1.0 -0.048
C 2.2444 3.9633 4.0848 0.3 0.3 -0.8 -0.406
C 2.7950 3.7399 5.5147 -0.1 0.9 -1.0 -0.195
O 3.9267 2.9148 5.5001 0.0 -1.2 0.3 -0.166
C 5.1272 3.5724 5.3038 1.5 1.7 -1.0 -0.136
N 1.9611 2.7181 3.3399 -0.8 0.0 1.1 0.040
H 0.6203 4.9571 3.0613 -0.1 0.3 0.0 0.052
H 1.6012 5.9756 4.1888 -0.2 0.2 -0.4 0.082
H 0.4216 4.9375 4.8674 -0.3 -0.3 -0.2 0.073
H 3.0213 4.3880 3.4411 0.3 0.2 0.5 0.130
H 2.0283 3.3035 6.1563 0.0 -0.3 0.0 0.129
H 3.0426 4.7247 5.9274 0.0 0.0 0.1 0.126
H 5.3359 4.3250 6.0734 -0.2 -0.1 0.1 0.092
H 5.2091 4.0962 4.3346 -0.7 0.3 0.1 0.087
H 6.0510 2.9985 5.1924 -0.7 -1.1 0.7 0.092
H 1.4394 2.1190 3.9844 0.0 -0.2 -0.2 0.089
H 2.8512 2.2399 3.2445 -0.1 -0.1 -0.2 0.063
C 0.3865 0.6128 -7.9389 1.6 1.3 0.6 -0.073
C 0.4209 -0.6784 -7.1236 -0.5 0.7 -1.5 -0.427
C 0.8591 -0.4660 -5.6820 -0.4 -0.8 -0.1 -0.199
O 0.8117 -1.7581 -5.0789 0.8 -0.1 0.1 -0.188
C 1.2711 -1.7116 -3.7480 -0.1 1.1 0.4 -0.112
N -0.8954 -1.2989 -7.1536 -0.4 -1.2 0.8 0.034
H -0.0426 1.4790 -7.4297 -0.6 -0.3 0.0 0.068
H 0.0622 0.5966 -8.9777 -0.5 -0.6 0.2 0.073
H 1.4362 0.9341 -8.0245 0.0 0.0 -0.1 0.078
H 1.1401 -1.2843 -7.6916 0.3 -0.3 0.7 0.138
H 0.1927 0.1827 -5.1050 -0.3 0.2 -0.3 0.115
H 1.8531 -0.0187 -5.6104 0.2 -0.2 -0.1 0.122
H 1.4428 -2.6965 -3.3244 -0.3 -0.1 -0.2 0.095
H 0.5607 -1.1254 -3.1492 -0.2 -0.4 0.2 0.063
H 2.1877 -1.1189 -3.6272 0.3 -0.3 -0.4 0.073
H -0.8410 -2.0924 -6.5091 -0.1 0.3 0.2 0.058
H -1.0621 -1.8054 -8.0186 0.1 0.6 -0.4 0.080
```
Forces are in eV/Å.



(3)
The following is a quantum chemistry calculation of a molecular structure, C32H36BF3GeN5O21STi at a distorted geometry, from the OMol25 dataset.

The spin multiplicity is 4. As for the total charge: -2. The value obtained for the HOMO-LUMO gap (spin up / spin down) is 3.48 / 6.84 eV. As for the LUMO energy (spin up / spin down): 2.9 / 3.0 eV. The largest force on an atom is 0.0865 Eh/bohr. The calculation puts the HOMO energy (spin up / spin down) at -0.63 / -3.82 eV. As for the relative energy (zero: lowest compared OMol25 entry of this formula, charge and spin): 47.53 kcal/mol.

```
101
Properties=species:S:1:pos:R:3:forces:R:3:lowdin_charge:R:1
Ti -0.8987 -0.7949 0.5429 0.7 0.5 -0.9 1.055
C 1.3455 -2.9541 2.7465 -0.1 0.4 -0.4 -0.073
C 1.1406 -1.4331 2.5771 0.8 -0.5 1.7 -0.628
C 2.4885 -0.7355 2.8119 -0.5 0.0 -0.3 0.011
C 0.0877 -1.0080 3.6075 0.1 0.1 -0.5 -0.015
O 0.7039 -1.1087 1.2709 0.2 0.7 -0.1 -0.330
Ge 1.0923 -2.8142 -0.3731 -0.1 -1.9 -1.1 1.229
O -1.5551 -2.2893 1.1115 -0.7 -0.9 0.6 -0.239
C -2.4614 -3.3330 0.8605 -1.1 -1.4 -0.2 -0.619
C -3.0690 -3.2195 -0.5479 0.3 0.2 0.3 -0.006
C -3.5886 -3.2831 1.9079 0.5 0.2 -0.3 -0.019
C -1.7323 -4.6876 0.9718 0.1 0.6 0.0 -0.027
O 2.4085 -2.0269 -1.1545 0.6 0.4 -0.1 -0.310
C 3.2732 -1.6093 -2.2033 0.3 0.1 -0.5 -0.647
C 3.7408 -2.8498 -2.9723 -0.3 0.2 0.3 -0.031
C 4.4702 -0.8958 -1.5670 -0.4 -0.2 0.1 -0.025
C 2.5191 -0.6522 -3.1266 0.0 -0.2 0.4 -0.002
H 1.5289 -3.1789 3.7952 0.0 0.1 0.1 0.088
H 0.4449 -3.4665 2.4154 0.0 -0.2 0.1 0.047
H 2.1967 -3.2890 2.1543 0.0 -0.2 0.1 0.060
H 2.9505 -1.0839 3.7324 0.0 -0.1 0.1 0.092
H 3.1410 -0.9519 1.9669 0.2 0.0 0.0 0.094
H 2.3441 0.3383 2.8718 0.1 0.1 0.1 0.065
H 0.4272 -1.2316 4.6178 0.1 0.0 0.0 0.101
H -0.1313 0.0545 3.5313 0.1 0.0 0.1 0.057
H -0.8279 -1.5623 3.3952 0.0 0.0 0.3 0.069
H -3.4747 -2.2181 -0.6883 0.0 -0.1 -0.1 0.075
H -2.3020 -3.4269 -1.2906 0.0 0.0 -0.1 0.071
H -3.8728 -3.9444 -0.6653 0.0 -0.1 0.0 0.093
H -4.1701 -2.3782 1.7626 -0.1 0.1 0.1 0.065
H -4.2435 -4.1468 1.8029 0.0 -0.1 0.0 0.086
H -3.1558 -3.2768 2.9060 0.0 0.0 0.1 0.086
H -0.9322 -4.7312 0.2332 0.0 -0.1 0.0 0.048
H -1.3138 -4.8075 1.9688 0.1 -0.1 0.1 0.078
H -2.4344 -5.4968 0.7852 -0.1 -0.1 0.0 0.086
H 4.2407 -3.5353 -2.2915 0.1 -0.1 0.1 0.081
H 2.8823 -3.3614 -3.4004 -0.1 -0.1 -0.1 0.066
H 4.4261 -2.5676 -3.7690 0.1 0.0 -0.1 0.081
H 4.9377 -1.5438 -0.8271 0.1 -0.1 0.0 0.082
H 5.1993 -0.6389 -2.3313 0.1 0.0 -0.1 0.082
H 4.1346 0.0134 -1.0787 0.0 0.1 0.1 0.059
H 1.6927 -1.1734 -3.6058 -0.1 -0.1 -0.1 0.075
H 2.1285 0.1750 -2.5387 0.0 0.2 0.0 0.082
H 3.1836 -0.2639 -3.8950 0.1 0.1 -0.1 0.090
F -3.8896 1.2564 3.7849 0.3 0.2 -0.4 0.152
C -3.7415 0.3027 2.8716 0.0 -0.5 0.3 -0.602
F -4.9667 -0.2205 2.6622 0.1 0.3 -0.4 0.115
F -3.0084 -0.6811 3.4178 0.0 0.1 0.1 0.110
S -2.8914 0.8116 1.2559 -4.0 0.7 1.7 0.595
O -3.3815 2.1127 1.0037 0.3 0.3 -0.1 -0.175
O -3.2844 -0.2770 0.3829 0.4 -0.3 -0.3 -0.268
O -1.5003 0.6075 1.6744 0.9 1.1 1.1 -0.342
O 2.9181 1.8030 -0.5409 -0.4 0.0 0.0 0.135
C 1.9791 1.8466 0.2152 0.6 0.2 0.1 -0.379
O 0.7779 1.3147 -0.1122 -0.5 0.2 -0.3 0.135
C 2.0859 2.4177 1.5868 0.2 0.3 0.5 -0.127
C 3.3194 2.9054 2.0129 -0.2 -0.3 -0.8 0.055
C 3.4680 3.3573 3.3340 0.6 0.3 0.4 -0.160
C 2.3927 3.3183 4.2152 -0.6 -0.1 0.4 0.094
C 1.1675 2.8352 3.7774 1.4 0.2 -0.7 -0.152
C 0.9994 2.3912 2.4559 -0.6 -0.3 -0.3 0.020
N 0.0999 2.7348 4.7005 -0.7 -0.1 0.9 -0.343
O 0.2439 3.2374 5.8206 -0.4 -0.3 -0.4 0.029
O -0.9185 2.1259 4.3551 0.4 0.4 0.3 0.037
N 4.7183 3.8202 3.7948 -1.5 -0.5 -0.5 -0.438
O 5.6705 3.8378 3.0047 0.8 0.0 -0.8 -0.051
O 4.8154 4.1868 4.9743 0.2 0.4 1.3 -0.067
H 4.1633 2.9211 1.3447 0.1 0.0 0.0 0.114
H 2.5151 3.6445 5.2385 0.1 0.0 -0.1 0.121
H 0.0384 2.0197 2.1342 0.2 0.2 0.1 0.093
O -2.6132 -1.9788 -7.0729 -0.1 0.6 0.5 0.054
N -2.7814 -1.0305 -6.3045 -0.9 0.1 -1.8 -0.346
O -3.4508 -0.0402 -6.5984 0.4 -0.6 0.2 0.060
C -2.1857 -1.0868 -5.0186 1.0 -0.2 2.0 -0.158
C -1.3700 -2.1604 -4.6875 -0.2 0.2 -0.3 0.086
C -0.8254 -2.2800 -3.4021 -0.4 0.7 0.2 -0.110
C -1.0679 -1.2789 -2.4015 -0.4 0.1 -1.3 -0.156
O -0.5859 -1.3731 -1.1643 0.5 -0.6 -1.0 -0.240
C -1.8512 -0.1577 -2.8131 0.4 -1.1 -0.5 -0.065
C -2.4238 -0.0804 -4.0925 0.0 0.0 -0.2 0.098
N -2.0922 0.9011 -1.9830 -0.3 0.8 0.4 -0.196
O -2.8597 1.8366 -2.2755 0.2 -0.1 0.3 0.089
O -1.3945 0.9663 -0.8101 0.6 0.6 -0.1 -0.078
N -0.0691 -3.4078 -3.1762 0.4 -0.1 0.0 -0.351
O 0.0918 -3.8513 -1.9497 0.3 0.2 1.0 -0.250
O 0.4264 -4.0590 -4.1245 0.0 -0.2 -0.4 -0.031
H -1.1773 -2.9400 -5.4068 0.1 0.0 0.1 0.121
H -3.0279 0.7768 -4.3406 0.0 0.0 0.0 0.125
O -0.0412 2.7385 -1.9757 0.0 -0.2 0.1 0.193
B -0.2710 2.1483 -0.6717 -0.2 -0.1 -0.3 -0.867
O -0.7849 3.1957 0.1902 0.0 -0.2 -0.1 0.170
C -1.0246 4.2585 -0.6120 0.2 0.0 -0.4 -0.185
C -1.5975 5.4706 -0.2989 0.1 -0.3 0.1 0.004
C -1.6754 6.4219 -1.3110 -0.1 0.2 -0.2 -0.121
C -1.2085 6.1602 -2.5859 -0.1 0.2 -0.1 -0.123
C -0.6529 4.9274 -2.9139 0.1 -0.3 0.1 -0.008
C -0.5636 3.9899 -1.9116 -0.1 0.2 0.2 -0.198
H -1.9803 5.6749 0.6877 0.0 0.0 0.2 0.114
H -2.1142 7.3878 -1.1013 0.0 0.1 0.1 0.088
H -1.2717 6.9236 -3.3481 -0.1 0.1 -0.1 0.086
H -0.3122 4.7057 -3.9123 0.1 0.0 -0.1 0.111
```
Forces are in eV/Å.



(4)
The following is a quantum chemistry calculation of a gas-phase ion, C3F3N2O5S (charge -1) at a distorted geometry, from the OMol25 dataset.

As for the total charge: -1. The value obtained for the HOMO-LUMO gap is 8.48 eV. As for the LUMO energy: 3.1 eV. The largest force on an atom is 0.0791 Eh/bohr. The calculation puts the HOMO energy at -5.38 eV. As for the relative energy (zero: lowest compared OMol25 entry of this formula, charge and spin): 50.33 kcal/mol.

```
14
Properties=species:S:1:pos:R:3:forces:R:3:lowdin_charge:R:1
C -0.3992 0.9958 -1.4873 -0.4 1.3 -1.8 -0.378
C -0.3991 0.3452 -0.3171 0.3 -3.4 2.2 -0.246
C -1.7148 0.0535 0.3612 0.0 -1.1 0.9 -0.578
N -0.3524 1.4880 -2.5228 0.0 0.9 -1.1 0.137
N 1.7797 0.5931 1.1228 1.2 -0.1 0.3 -0.496
O 2.4047 1.1433 0.2881 0.7 2.9 -0.8 0.118
O 1.3405 -1.2530 -1.7784 0.6 1.1 0.2 -0.254
O 1.3837 0.9906 2.1902 -0.1 -1.0 -0.9 0.124
O 1.7421 -0.7418 0.7784 -0.9 -1.7 1.2 -0.148
O 0.1410 -2.3303 0.0171 0.1 0.9 -0.1 -0.291
F -2.4060 -1.0054 -0.2083 0.3 0.8 0.3 0.074
F -1.6575 -0.2677 1.7074 0.8 -0.2 -1.0 0.076
F -2.5474 1.0931 0.3719 -0.1 0.6 -0.9 0.133
S 0.6847 -1.1043 -0.5234 -2.5 -0.8 1.7 0.730
```
Forces are in eV/Å.